Entry 1:
DFT (ωB97M-V with the def2-TZVPD basis set) results for a molecular structure, C33H26MgN7OS2.

Results
LUMO ... 0.040 hartree
HOMO ... -0.1470 hartree
Total charge ... -1

Last column: Mulliken charge in e.
Cartesian coordinates (Å):
Mg -0.097 0.050 0.050  0.688
S 0.321 -1.416 2.106  -0.696
C -1.299 -1.942 1.924  0.790
S -2.108 -1.574 0.468  -0.574
C -1.901 -2.672 2.947  -0.026
C -1.166 -3.080 4.062  0.157
N -0.567 -3.465 4.970  -0.613
C -3.260 -2.986 2.967  0.089
N -4.390 -3.208 3.049  -0.620
C 9.172 -0.106 -10.221  -0.826
O 9.393 -0.080 -8.834  -0.459
C 8.308 -0.067 -8.005  0.894
C 8.579 -0.056 -6.633  -0.577
C 7.555 -0.054 -5.720  -0.518
C 6.216 -0.059 -6.134  0.367
C 5.956 -0.064 -7.504  -0.797
C 6.984 -0.067 -8.427  -0.596
C 5.178 -0.057 -5.133  0.229
N 5.402 -0.078 -3.834  -0.854
C 4.185 -0.068 -3.239  0.721
C 3.174 -0.040 -4.206  -0.018
N 3.830 -0.031 -5.407  -0.114
C 1.796 -0.060 -3.880  0.249
C 0.740 -0.098 -4.795  -0.564
C -0.559 -0.134 -4.330  -1.110
C -0.774 -0.156 -2.951  0.032
N 0.198 -0.133 -2.075  -0.014
C 1.472 -0.073 -2.489  0.654
C 2.494 -0.057 -1.492  -0.189
N 2.102 -0.012 -0.209  0.415
C 3.011 -0.020 0.739  -0.325
C 4.380 -0.100 0.486  -1.027
C 4.817 -0.124 -0.827  -0.680
C 3.869 -0.082 -1.848  0.365
H 10.158 -0.118 -10.684  0.238
H 8.626 0.782 -10.557  0.329
H 8.620 -1.002 -10.523  0.335
H 9.608 -0.050 -6.315  0.428
H 7.753 -0.048 -4.662  0.506
H 4.943 -0.068 -7.878  0.251
H 6.744 -0.069 -9.479  0.374
H 3.406 -0.002 -6.319  0.193
H 0.939 -0.109 -5.858  0.406
H -1.396 -0.164 -5.009  0.433
H -1.771 -0.206 -2.540  0.344
H 2.634 0.023 1.752  0.518
H 5.078 -0.143 1.307  0.429
H 5.864 -0.173 -1.087  0.573
C 1.037 5.430 0.032  -1.031
N 1.462 4.066 0.265  0.066
C 1.611 3.352 -0.984  -0.624
C 0.619 3.334 1.219  -1.551
C -0.798 3.088 0.752  1.526
C -1.719 4.123 0.898  -0.602
C -3.002 4.013 0.398  -0.597
C -3.371 2.852 -0.254  -0.992
C -2.463 1.809 -0.353  -0.695
C -1.158 1.883 0.139  0.046
H 1.810 5.938 -0.550  0.340
H 0.924 5.945 0.985  0.321
H 0.090 5.503 -0.523  0.351
H 2.338 3.873 -1.609  0.476
H 0.668 3.265 -1.548  0.284
H 1.976 2.350 -0.774  -0.026
H 0.614 3.917 2.146  0.621
H 1.120 2.376 1.412  0.053
H -1.437 5.021 1.435  0.351
H -3.706 4.826 0.524  0.359
H -4.373 2.750 -0.653  0.384
H -2.806 0.893 -0.822  0.128

***

Entry 2:
DFT (ωB97M-V with the def2-TZVPD basis set) results for a molecular structure, C7H23N7O4Pb.

Results
LUMO ... -0.424 hartree
HOMO ... -0.5035 hartree
Total charge ... +2

Last column: Mulliken charge in e.
Cartesian coordinates (Å):
Pb 2.045 1.118 1.256  1.716
C 7.905 1.450 4.071  0.702
O 6.789 1.231 3.676  -0.690
N 8.940 1.228 3.344  -0.355
N 8.056 2.003 5.238  -0.387
H 8.932 0.757 2.451  0.208
H 9.817 1.463 3.787  0.180
H 8.918 2.180 5.732  0.196
H 7.153 2.139 5.669  0.209
C -3.644 4.288 1.553  0.664
O -2.831 3.419 1.495  -0.647
N -4.849 4.203 1.108  -0.361
N -3.277 5.467 2.053  -0.377
H -5.452 5.002 0.972  0.195
H -5.170 3.338 0.696  0.217
H -3.908 6.255 2.044  0.172
H -2.323 5.614 2.351  0.192
C -0.002 4.068 -3.515  0.671
O 0.655 4.129 -2.479  -0.677
N 0.281 3.205 -4.478  -0.379
N -0.924 4.976 -3.909  -0.388
H 0.938 2.526 -4.122  0.200
H 0.010 3.178 -5.450  0.200
H -1.397 4.691 -4.755  0.199
H -1.260 5.698 -3.287  0.220
C -2.791 -3.316 -1.772  -1.437
C -2.117 -3.722 -0.515  0.237
C -2.294 -5.179 -0.153  -0.700
O -1.820 -5.999 -1.269  -0.305
C -2.029 -7.382 -0.971  -0.807
N -0.720 -3.398 -0.783  -0.719
H -2.508 -3.916 -2.637  0.353
H -2.611 -2.253 -1.933  0.354
H -3.858 -3.473 -1.927  0.391
H -2.428 -2.993 0.234  0.319
H -3.351 -5.325 0.067  0.415
H -1.627 -5.361 0.690  0.436
H -3.037 -7.639 -1.295  0.305
H -1.968 -7.690 0.073  0.329
H -1.333 -8.013 -1.523  0.258
H -0.505 -3.862 -1.654  0.395
H -0.408 -4.103 -0.130  0.294

***

Entry 3:
DFT (ωB97M-V with the def2-TZVPD basis set) results for C4H4OS in the gas phase.

Results
LUMO ... -0.007 hartree
SMILES string ... CC#CC(O)=S
HOMO ... -0.3253 hartree
Total charge ... 0

Last column: Mulliken charge in e.
Cartesian coordinates (Å):
C 1.032 1.218 -1.447  -0.897
C 0.333 0.177 -0.590  0.556
C -0.396 -0.606 0.059  -0.408
C -1.283 -1.195 1.177  0.302
H 2.139 1.001 -1.584  0.279
H 0.903 2.237 -0.998  0.261
H 0.493 1.132 -2.379  0.262
H 0.201 -0.837 2.312  0.347
O -0.802 -1.051 2.417  -0.419
S -2.621 -2.076 1.033  -0.282

***

Entry 4:
DFT (ωB97M-V with the def2-TZVPD basis set) results for a molecular structure, C40H47As3CsN7O2P.

Results
LUMO ... 0.070 hartree
HOMO ... -0.1931 hartree
Total charge ... -1

Last column: Mulliken charge in e.
Cartesian coordinates (Å):
Cs -0.691 1.898 0.138  2.413
O 1.718 4.850 0.682  -1.023
C 1.845 3.728 1.234  0.222
O 1.568 2.619 0.703  -0.067
C 2.353 3.628 2.648  -0.374
C 2.956 4.720 3.257  -0.567
C 3.455 4.609 4.547  -0.581
C 3.328 3.406 5.229  -0.784
C 2.707 2.318 4.628  -0.472
C 2.214 2.406 3.327  -0.086
P 1.321 1.015 2.492  0.400
C 1.110 -0.130 3.943  0.051
C 1.865 -1.268 4.220  -0.149
C 1.520 -2.114 5.273  -0.724
C 0.423 -1.825 6.072  -0.452
C -0.336 -0.687 5.816  -0.704
C 0.003 0.140 4.756  -0.522
C 2.645 0.145 1.573  0.971
C 2.235 -0.849 0.683  0.421
C 3.155 -1.549 -0.085  -0.220
C 4.508 -1.251 0.020  -0.804
C 4.926 -0.253 0.893  -0.711
C 4.001 0.441 1.664  -0.518
H 3.022 5.647 2.700  0.485
H 3.933 5.456 5.022  0.377
H 3.706 3.313 6.240  0.431
H 2.602 1.393 5.182  0.428
H 2.726 -1.508 3.606  0.404
H 2.113 -3.001 5.467  0.374
H 0.151 -2.488 6.885  0.363
H -1.207 -0.459 6.420  0.435
H -0.617 1.006 4.537  0.455
H 1.175 -1.072 0.585  -0.220
H 2.816 -2.317 -0.772  0.410
H 5.232 -1.789 -0.581  0.344
H 5.980 -0.012 0.975  0.373
H 4.339 1.221 2.338  0.445
N 0.046 4.889 -2.348  0.020
C -1.192 5.161 -2.880  -0.559
C -1.513 4.059 -3.616  -0.561
N -0.513 3.113 -3.533  -0.090
C 0.412 3.647 -2.767  -0.367
C 1.689 3.031 -2.381  0.327
N 2.082 1.819 -2.700  -0.008
C 3.329 1.681 -2.132  -0.397
C 3.673 2.823 -1.473  -0.826
N 2.638 3.699 -1.670  -0.117
H 0.536 5.444 -1.664  0.202
H -1.716 6.079 -2.679  0.447
H -2.409 3.881 -4.188  0.444
H 3.890 0.761 -2.213  0.554
H 4.530 3.078 -0.872  0.454
H 2.414 4.429 -0.988  0.360
C -2.342 -0.077 -4.123  -1.405
As -0.742 -0.067 -2.968  0.687
C 0.476 -0.062 -4.506  -1.348
C -0.432 -2.033 -2.732  -1.319
C -1.379 -2.999 -1.992  3.821
C -2.838 -2.833 -2.434  -1.573
C -1.294 -2.823 -0.464  -2.475
As -1.829 -1.085 0.327  0.393
C -3.775 -1.378 0.368  -1.567
C -1.542 -1.702 2.167  -1.111
C -0.887 -4.447 -2.246  -2.038
As -0.989 -5.471 -3.942  0.296
C -1.188 -4.192 -5.419  -1.008
C -2.866 -6.042 -3.883  -1.142
H -2.336 -0.937 -4.794  0.254
H -2.281 0.837 -4.717  0.506
H -3.271 -0.063 -3.556  0.348
H 0.081 -0.732 -5.274  0.511
H 1.465 -0.390 -4.191  0.360
H 0.556 0.954 -4.883  0.393
H 0.548 -2.066 -2.239  -0.194
H -0.268 -2.408 -3.737  0.353
H -3.210 -1.841 -2.186  -0.282
H -3.478 -3.565 -1.930  0.476
H -2.952 -2.962 -3.508  0.231
H -0.263 -2.996 -0.135  0.435
H -1.909 -3.588 0.019  0.673
H -4.003 -2.444 0.365  0.391
H -4.269 -0.895 -0.474  0.329
H -4.151 -0.925 1.284  0.530
H -2.082 -2.635 2.332  0.551
H -1.916 -0.945 2.856  0.229
H -0.483 -1.856 2.372  0.288
H -1.408 -5.124 -1.559  0.650
H 0.167 -4.500 -1.966  0.405
H -0.238 -3.706 -5.637  0.278
H -1.947 -3.434 -5.243  0.184
H -1.474 -4.786 -6.288  0.438
H -3.033 -6.639 -2.986  0.323
H -3.059 -6.672 -4.752  0.393
H -3.560 -5.206 -3.888  0.300
N -2.913 1.480 1.438  -0.234
C -3.685 1.829 2.232  -0.428
C -4.623 2.253 3.192  0.287
C -5.589 3.246 2.857  0.057
N -6.367 4.055 2.584  -0.559
C -4.579 1.679 4.494  0.166
N -4.541 1.217 5.554  -0.559

***

Entry 5:
DFT (ωB97M-V with the def2-TZVPD basis set) results for 2 unconnected molecules or ions with the total composition CH6NS.

Results
LUMO ... 0.161 hartree
HOMO ... -0.0996 hartree
Total charge ... -1

Last column: Mulliken charge in e.
Cartesian coordinates (Å):
S -0.942 -1.464 0.394  -0.869
H -0.278 -1.941 1.472  -0.047
C 1.588 1.368 -0.386  -0.656
N 0.134 1.510 -0.567  -0.628
H 2.056 2.336 -0.542  0.260
H 1.969 0.562 -1.025  0.250
H 1.877 0.915 0.571  0.247
H -0.236 0.562 -0.663  0.168
H -0.204 1.753 0.356  0.274

***

Entry 6:
DFT (ωB97M-V with the def2-TZVPD basis set) results for a molecular structure, C20H46IrOP4Se.

Results
LUMO (alpha / beta) ... -0.280 / -0.434 hartree
Multiplicity ... 5
HOMO (alpha / beta) ... -0.5397 / -0.6603 hartree
Total charge ... +3

Last column: Löwdin spin population.
Cartesian coordinates (Å):
Ir -0.330 -0.809 -0.062  1.571
P 1.638 -1.905 -0.062  0.099
P -0.251 -0.336 -2.377  0.152
P -0.406 -0.576 2.291  0.150
H -3.004 -0.940 -1.099  0.021
C -2.546 -0.654 -0.138  0.214
C -1.969 0.663 -0.041  0.148
H -1.965 1.287 -0.942  0.009
C 1.269 -3.709 -0.179  0.051
C 2.895 -1.699 -1.405  0.005
C 2.798 -1.869 1.382  0.005
C -1.646 0.586 -3.152  0.011
C 1.161 0.535 -3.164  0.019
C -0.384 -1.982 -3.184  0.068
C -1.866 0.251 3.056  0.010
C 0.937 0.232 3.253  0.019
C -0.576 -2.292 2.926  0.070
H -3.080 -1.046 0.750  0.020
H -2.061 1.198 0.907  0.009
H 2.214 -4.265 -0.186  0.008
H 0.706 -3.887 -1.106  0.005
H 0.664 -3.988 0.695  0.003
H 3.688 -2.442 -1.232  0.001
H 3.329 -0.693 -1.333  0.000
H 2.463 -1.867 -2.394  0.000
H 3.617 -2.570 1.165  0.001
H 2.304 -2.177 2.307  0.000
H 3.216 -0.859 1.476  0.000
H -1.694 0.391 -4.231  0.003
H -1.507 1.665 -3.016  0.000
H -2.609 0.311 -2.713  0.000
H 1.319 0.153 -4.182  0.004
H 2.073 0.398 -2.584  0.001
H 0.943 1.607 -3.235  0.000
H -0.693 -1.850 -4.226  0.011
H -1.135 -2.585 -2.663  0.008
H 0.573 -2.513 -3.165  0.000
H -1.966 -0.034 4.111  0.003
H -2.795 -0.016 2.544  0.000
H -1.757 1.340 3.018  0.000
H 0.869 -0.055 4.312  0.004
H 0.841 1.321 3.190  0.000
H 1.919 -0.057 2.873  0.000
H -0.949 -2.266 3.955  0.010
H 0.383 -2.816 2.915  0.000
H -1.287 -2.848 2.302  0.013
C -4.027 -4.623 -0.207  0.174
C -4.756 -3.459 -0.482  0.082
C -6.150 -3.453 -0.500  0.019
C -6.844 -4.663 -0.294  0.190
C -6.128 -5.849 -0.087  0.022
C -4.726 -5.842 -0.052  0.082
Se -2.121 -4.371 -0.053  0.487
H -1.949 -2.842 -0.146  0.065
H -4.211 -2.541 -0.668  0.002
H -6.675 -2.536 -0.671  -0.001
H -7.936 -4.658 -0.302  0.008
H -6.690 -6.791 0.050  -0.001
H -4.186 -6.765 0.100  0.001
C 0.062 3.442 0.789  0.000
P 1.654 2.745 0.299  0.011
C 2.205 3.593 -1.192  0.002
C 2.886 3.175 1.538  0.005
O 1.550 1.241 0.099  0.126
H -0.655 3.235 0.003  0.000
H 0.189 4.528 0.927  0.000
H -0.263 2.973 1.722  0.000
H 2.334 4.662 -0.987  0.001
H 3.164 3.168 -1.521  0.000
H 1.474 3.466 -1.994  0.000
H 2.653 2.717 2.504  0.000
H 3.874 2.810 1.216  0.000
H 2.935 4.270 1.662  0.001

***

We obtain relative energy (zero: lowest compared OMol25 entry of this formula, charge and spin) values of 11.92 236.33 56.96 28.95 3.98 9.70 kcal per mole for the records listed above, in that order.
We obtain largest force on an atom values of 1.57 4.60 3.51 2.51 1.12 3.04 eV/Å for the records listed above, in that order.
We obtain E_tot values of -74241.0478 -31480.6788 -17092.6751 -249123.2329 -13460.3350 -128847.8155 eV for the records listed above, in that order.